[1]
16
Properties=species:S:1:pos:R:3 method="wB97M-V/def2-TZVPD" gap_ev=10.585 homo_ha=-0.3577 total_charge=0 smiles="[H]/N=C(/O)OCCC" energy_ha=-363.04681
H 3.36 1.32 -0.01
N 3.42 0.32 -0.15
C 2.27 -0.21 -0.11
O 2.10 -1.54 -0.26
O 1.13 0.47 0.06
C -0.12 -0.21 0.19
C -1.22 0.72 -0.30
C -2.60 0.09 -0.14
H 3.00 -1.89 -0.36
H -0.28 -0.47 1.25
H -0.11 -1.14 -0.39
H -1.02 0.96 -1.35
H -1.16 1.67 0.26
H -2.81 -0.12 0.91
H -3.38 0.75 -0.53
H -2.66 -0.86 -0.69

***

[2]
16
Properties=species:S:1:pos:R:3 method="wB97M-V/def2-TZVPD" gap_ev=9.879 homo_ha=-0.3313 total_charge=0 smiles="N[C@@H](C=O)CCO" energy_ha=-363.00810
N -1.49 -0.04 -0.84
C -0.62 0.47 0.20
C -1.34 0.73 1.51
O -1.09 0.15 2.53
C 0.52 -0.54 0.44
C 1.42 -0.73 -0.80
O 1.73 0.56 -1.37
H -2.33 0.47 -0.94
H -1.55 -1.02 -1.02
H -0.11 1.37 -0.16
H -2.17 1.48 1.46
H 1.23 -0.11 1.15
H 0.09 -1.47 0.80
H 2.40 -1.12 -0.53
H 1.01 -1.30 -1.62
H 2.29 1.10 -0.80

***

[3]
16
Properties=species:S:1:pos:R:3 method="wB97M-V/def2-TZVPD" gap_ev=10.475 homo_ha=-0.3510 total_charge=0 energy_ha=-362.98369
C 1.68 -0.33 -1.39
N 1.85 0.68 -0.35
C 1.21 1.00 0.68
O 0.05 0.53 1.31
C -1.19 0.71 0.63
C -1.78 -0.68 0.35
O -0.73 -1.59 0.14
H 0.83 -1.00 -1.28
H 1.62 0.18 -2.36
H 2.60 -0.92 -1.44
H 1.58 1.80 1.32
H -1.87 1.31 1.25
H -0.99 1.27 -0.29
H -2.41 -1.00 1.19
H -2.39 -0.64 -0.55
H -0.06 -1.32 0.80

***

[4]
16
Properties=species:S:1:pos:R:3 method="wB97M-V/def2-TZVPD" gap_ev="9.103 / 8.236" homo_ha="-0.3369 / -0.3152" total_charge=0 energy_ha=-362.85165
C -0.31 -0.09 -2.19
C -0.46 -0.14 -0.66
O -0.12 -1.44 -0.17
C 0.48 0.82 0.04
C -1.14 0.73 2.25
O -1.26 1.84 2.60
N -0.94 -0.48 2.35
H 0.72 -0.33 -2.46
H -0.58 0.89 -2.59
H -0.98 -0.83 -2.67
H -1.52 0.08 -0.45
H -0.70 -2.08 -0.60
H 1.50 0.54 -0.15
H 0.31 1.84 -0.34
H 0.84 0.13 2.33
H -0.53 -1.11 1.66

***

[5]
16
Properties=species:S:1:pos:R:3 method="wB97M-V/def2-TZVPD" gap_ev=8.694 homo_ha=-0.2980 total_charge=0 smiles="N/C=C/O.CC=O" energy_ha=-362.94444
N 1.12 -1.91 -0.64
C 0.99 -0.50 -0.51
C 1.00 0.07 0.75
O 1.58 1.24 1.07
H 0.33 -2.36 -0.17
H 1.11 -2.20 -1.61
H 1.49 0.05 -1.30
H 0.55 -0.43 1.59
H 2.03 1.61 0.30
C -1.51 1.09 0.59
C -1.10 -0.05 -0.53
O -1.60 -1.16 -0.44
H -2.48 1.41 0.23
H -0.85 1.95 0.57
H -1.61 0.69 1.60
H -1.07 0.52 -1.48

***

[6]
16
Properties=species:S:1:pos:R:3 method="wB97M-V/def2-TZVPD" gap_ev=8.679 homo_ha=-0.3071 total_charge=0 energy_ha=-362.86321
C 1.44 0.22 -1.32
N 1.88 -0.98 0.53
C 1.16 -0.20 1.13
O 0.52 0.83 0.28
C -0.91 0.94 0.28
C -1.60 -0.42 0.41
O -1.16 -1.33 -0.57
H 1.24 -0.77 -1.71
H 0.85 1.00 -1.79
H 2.49 0.46 -1.23
H 0.89 -0.02 2.17
H -1.22 1.62 1.09
H -1.16 1.40 -0.68
H -1.45 -0.82 1.42
H -2.68 -0.28 0.27
H -0.29 -1.65 -0.29

***

[7]
16
Properties=species:S:1:pos:R:3 method="wB97M-V/def2-TZVPD" gap_ev=10.151 homo_ha=-0.3444 total_charge=0 smiles=C[C@@]1(O)CNOC1 energy_ha=-362.98018
C -0.75 1.35 0.68
C 0.15 0.18 0.30
O 1.25 0.08 1.19
C -0.59 -1.18 0.32
N -0.20 -1.87 -0.90
O -0.02 -0.83 -1.84
C 0.63 0.24 -1.18
H -0.19 2.29 0.63
H -1.12 1.22 1.69
H -1.59 1.41 -0.01
H 1.65 0.94 1.30
H -0.34 -1.76 1.20
H -1.67 -1.02 0.28
H 0.72 -2.31 -0.76
H 0.34 1.16 -1.69
H 1.72 0.11 -1.21

***

[8]
16
Properties=species:S:1:pos:R:3 method="wB97M-V/def2-TZVPD" gap_ev=10.666 homo_ha=-0.3557 total_charge=0 smiles="CC(C)NOC=O" energy_ha=-362.99273
C -1.63 -0.45 -0.77
C -0.80 0.27 0.28
C -0.16 -0.69 1.28
N 0.12 1.25 -0.41
O 1.03 0.57 -1.25
C 2.24 0.38 -0.67
O 2.72 0.98 0.25
H -2.04 0.26 -1.47
H -2.45 -0.99 -0.30
H -1.00 -1.15 -1.32
H -1.45 0.96 0.83
H 0.43 -1.45 0.76
H -0.94 -1.21 1.84
H 0.46 -0.16 2.00
H 0.69 1.74 0.30
H 2.78 -0.32 -1.33

***

[9]
16
Properties=species:S:1:pos:R:3 method="wB97M-V/def2-TZVPD" gap_ev=10.099 homo_ha=-0.3501 total_charge=0 smiles="C[C@@H](CN)C(=O)O" energy_ha=-363.04475
C 0.55 -1.63 0.12
C 0.06 -0.38 -0.62
C -1.27 0.13 -0.05
N -1.19 1.57 0.15
C 1.12 0.71 -0.60
O 1.54 1.26 -1.59
O 1.66 1.06 0.62
H 0.60 -1.47 1.20
H -0.14 -2.46 -0.07
H 1.56 -1.93 -0.23
H -0.09 -0.62 -1.68
H -2.05 -0.08 -0.79
H -1.53 -0.43 0.87
H -1.89 1.89 0.82
H -0.26 1.87 0.53
H 1.33 0.50 1.33

***

[10]
16
Properties=species:S:1:pos:R:3 method="wB97M-V/def2-TZVPD" gap_ev=8.427 homo_ha=-0.2822 total_charge=0 smiles="C=C(O)O.C=NC" energy_ha=-362.92916
C 1.57 -0.38 1.13
C 2.27 -0.13 0.04
O 2.49 -0.97 -1.09
O 2.98 0.93 -0.14
H 1.16 0.17 1.99
H 1.04 -1.37 1.09
H 2.20 -1.86 -0.82
H 2.95 1.67 0.50
C -1.76 0.34 0.69
N -0.70 0.34 0.02
C -0.67 1.12 -1.18
H -2.66 0.84 0.48
H -1.86 -0.17 1.63
H -0.08 1.96 -1.06
H -0.37 0.47 -1.94
H -1.51 1.66 -1.40

***

[11]
16
Properties=species:S:1:pos:R:3 method="wB97M-V/def2-TZVPD" gap_ev=10.634 homo_ha=-0.3642 total_charge=0 smiles="CCC(=O)NCO" energy_ha=-363.04643
C 1.66 0.17 2.03
C 0.36 0.02 1.17
C 0.63 0.35 -0.27
O 1.42 1.24 -0.59
N -0.15 -0.21 -1.24
C -1.31 -1.06 -0.99
O -2.36 -0.31 -0.45
H 2.43 0.76 1.54
H 1.38 0.59 2.98
H 2.18 -0.78 2.18
H -0.36 0.65 1.68
H -0.01 -0.99 1.37
H 0.04 0.11 -2.17
H -1.64 -1.60 -1.88
H -1.01 -1.83 -0.27
H -2.47 0.48 -0.97

***

[12]
16
Properties=species:S:1:pos:R:3 method="wB97M-V/def2-TZVPD" gap_ev=10.702 homo_ha=-0.3599 total_charge=0 smiles="CCNC(=O)OC" energy_ha=-363.06689
C -1.97 0.83 0.85
C -1.79 -0.53 0.18
N -0.61 -0.60 -0.65
C 0.64 -0.62 -0.11
O 0.94 -0.94 1.02
O 1.53 -0.23 -1.07
C 2.83 0.11 -0.62
H -1.86 1.64 0.11
H -2.96 0.93 1.31
H -1.21 0.98 1.62
H -1.73 -1.32 0.93
H -2.65 -0.76 -0.46
H -0.64 -0.11 -1.53
H 3.47 0.07 -1.51
H 2.83 1.13 -0.22
H 3.18 -0.59 0.14

***

[13]
16
Properties=species:S:1:pos:R:3 method="wB97M-V/def2-TZVPD" gap_ev=10.305 homo_ha=-0.3615 total_charge=0 energy_ha=-362.93758
C -2.11 0.00 -0.42
C -0.66 0.32 -0.13
O -0.42 1.52 0.40
C 0.18 -0.85 0.37
C 1.70 -0.67 0.28
O 2.42 -1.59 -0.06
N 2.14 0.56 0.65
H -2.60 -0.14 0.55
H -2.23 -0.90 -1.03
H -2.58 0.85 -0.91
H -0.16 0.40 -1.48
H -0.09 1.20 -0.93
H -0.10 -0.95 1.43
H -0.07 -1.78 -0.15
H 3.12 0.75 0.59
H 1.46 1.29 0.84

***

[14]
16
Properties=species:S:1:pos:R:3 method="wB97M-V/def2-TZVPD" gap_ev=9.551 homo_ha=-0.3328 total_charge=0 smiles="CNCOCC=O" energy_ha=-362.98166
C 2.08 -0.57 -0.96
N 0.89 0.25 -0.77
C 0.48 0.39 0.59
O -0.47 1.41 0.76
C -1.75 0.99 0.32
C -1.83 -0.53 0.09
O -1.52 -1.03 -0.97
H 1.92 -1.65 -0.81
H 2.45 -0.42 -1.98
H 2.86 -0.24 -0.26
H 0.12 -0.13 -1.31
H 1.33 0.60 1.23
H -0.06 -0.53 0.96
H -2.48 1.31 1.08
H -1.99 1.44 -0.64
H -2.24 -1.17 0.89

***

[15]
16
Properties=species:S:1:pos:R:3 method="wB97M-V/def2-TZVPD" gap_ev=10.152 homo_ha=-0.3383 total_charge=0 smiles="CNCOCC=O" energy_ha=-362.99885
C 2.17 -0.14 -1.17
N 0.78 -0.09 -0.78
C 0.50 -0.07 0.63
O -0.43 0.94 1.01
C -1.60 0.93 0.22
C -2.35 -0.38 0.38
O -2.48 -1.19 -0.51
H 2.70 -1.05 -0.84
H 2.24 -0.09 -2.26
H 2.70 0.72 -0.76
H 0.23 -0.80 -1.25
H 1.41 0.16 1.19
H 0.12 -1.05 0.99
H -2.22 1.76 0.59
H -1.37 1.08 -0.84
H -2.73 -0.59 1.40

***

[16]
16
Properties=species:S:1:pos:R:3 method="wB97M-V/def2-TZVPD" gap_ev=9.610 homo_ha=-0.3241 total_charge=0 smiles="CO[N+]([O-])=C(C)C" energy_ha=-362.81933
C -2.83 0.51 -0.35
O -1.47 0.80 -0.19
N -0.65 -0.27 -0.04
O -1.42 -1.74 0.19
C 0.67 -0.24 -0.02
C 1.41 1.02 -0.26
C 1.46 -1.51 0.19
H -3.36 1.32 0.32
H -3.02 -0.48 0.06
H -3.20 0.65 -1.41
H 0.93 1.60 -1.03
H 1.55 1.64 0.49
H 2.37 0.87 -0.60
H 1.02 -2.09 0.92
H 1.43 -2.19 -0.79
H 2.50 -1.37 0.36

***

[17]
16
Properties=species:S:1:pos:R:3 method="wB97M-V/def2-TZVPD" gap_ev=9.995 homo_ha=-0.3340 total_charge=0 smiles="CNCC(=O)OC" energy_ha=-363.02675
C -2.65 0.31 -0.12
N -1.65 -0.73 0.04
C -0.41 -0.26 0.60
C 0.61 0.26 -0.40
O 0.52 0.21 -1.59
O 1.71 0.71 0.27
C 2.92 0.01 0.03
H -2.89 0.72 0.87
H -3.57 -0.13 -0.52
H -2.34 1.14 -0.77
H -1.46 -1.15 -0.86
H 0.11 -1.07 1.12
H -0.59 0.51 1.35
H 3.72 0.58 0.50
H 3.13 -0.13 -1.04
H 2.86 -0.97 0.52

***

[18]
16
Properties=species:S:1:pos:R:3 method="wB97M-V/def2-TZVPD" gap_ev=10.201 homo_ha=-0.3466 total_charge=0 smiles="CNC=O.CC=O" energy_ha=-362.99358
C 2.27 -0.49 -1.25
N 1.14 0.02 -0.51
C 1.22 1.11 0.27
O 0.31 1.59 0.93
H 2.54 -1.50 -0.90
H 2.04 -0.53 -2.32
H 3.14 0.16 -1.10
H 0.25 -0.51 -0.56
H 2.22 1.57 0.28
C -2.12 0.45 0.62
C -1.96 -0.97 0.21
O -1.19 -1.45 -0.59
H -1.69 1.12 1.37
H -2.47 1.12 -0.17
H -3.07 0.08 1.12
H -2.64 -1.72 0.69

***

[19]
16
Properties=species:S:1:pos:R:3 method="wB97M-V/def2-TZVPD" gap_ev=10.518 homo_ha=-0.3549 total_charge=0 smiles="CC(C)=O.C=NO" energy_ha=-362.94244
C 1.36 1.90 -1.19
C 0.28 0.93 -0.83
C -0.89 1.51 -0.09
O 0.27 -0.19 -1.33
H 1.69 2.53 -0.38
H 2.17 1.34 -1.61
H 0.77 2.44 -1.93
H -1.46 2.08 -0.68
H -0.65 1.86 0.86
H -1.58 0.66 -0.13
C -0.13 -2.70 2.05
N -0.54 -1.93 1.19
O -0.71 -2.52 -0.02
H 0.13 -2.42 3.04
H 0.03 -3.67 1.75
H -0.76 -1.85 -0.71

***

[20]
16
Properties=species:S:1:pos:R:3 method="wB97M-V/def2-TZVPD" gap_ev=11.294 homo_ha=-0.3806 total_charge=0 smiles="CCCOC(N)=O" energy_ha=-363.08046
C -2.53 0.04 -0.31
C -1.07 0.50 -0.33
C -0.22 -0.30 0.65
O 1.14 0.14 0.66
C 1.88 -0.30 -0.39
N 3.15 0.19 -0.32
O 1.46 -1.02 -1.27
H -2.96 0.11 0.69
H -3.14 0.65 -0.98
H -2.61 -1.00 -0.65
H -0.64 0.37 -1.33
H -1.00 1.57 -0.07
H -0.56 -0.16 1.68
H -0.25 -1.36 0.40
H 3.48 0.57 0.55
H 3.81 -0.23 -0.95

***

Going through the records in order, we get relative energy (zero: lowest compared OMol25 entry of this formula, charge and spin) values of 101.7; 203.3; 267.4; 614.1; 370.4; 583.7; 276.6; 243.7; 107.1; 410.6; 102.7; 48.9; 388.4; 272.7; 227.6; 698.9; 154.3; 241.4; 375.7; 13.3 kJ/mol.